(1)
The molecule C2H4N2OS in a non-equilibrium geometry, computed with ωB97M-V with the def2-TZVPD basis set.

Properties
Spin multiplicity: 1
Net charge: 0
E_HOMO: -8.8545 eV
E_tot: -17998.7961 eV
Frontier orbital gap: 9.08 eV

Geometry as XYZ:
```
10
C2H4N2OS | OMol25 | ωB97M-V with the def2-TZVPD basis set
C 2.30180 0.21124 -0.00205
C -1.21721 0.86664 0.24907
N 3.32001 0.71624 -0.18769
N 1.26523 -0.52981 -0.04858
O -0.90017 -1.66569 -0.25011
S -0.14800 -0.63107 0.70846
H -1.65498 0.36465 -0.65471
H -0.59527 1.74623 0.12835
H -1.93406 0.85655 1.05799
H -0.43736 -1.93497 -1.00073
```


(2)
A structure of composition C30H40N3NaO2S2Si2Te, computed with ωB97M-V with the def2-TZVPD basis set.

Properties
Spin multiplicity: 1
Net charge: -2
E_HOMO: -1.2007 eV
E_tot: -89464.6624 eV
Frontier orbital gap: 5.04 eV

Geometry as XYZ:
```
81
C30H40N3NaO2S2Si2Te | OMol25 | ωB97M-V with the def2-TZVPD basis set
Na -0.83365 2.22311 -0.01945
C -1.34008 3.10472 2.53778
C -0.28387 2.89619 3.44263
C 0.72784 3.82782 3.15038
C 0.30681 4.60521 2.05909
C -0.97601 4.17099 1.68454
H -2.29257 2.58895 2.54043
H -0.26392 2.15397 4.23357
H 1.67908 3.91614 3.66350
H 0.87559 5.38786 1.57675
H -1.60193 4.61255 0.91660
C -6.06007 0.40609 -6.13494
C -5.34224 0.47364 -4.81305
C -3.98578 0.77843 -4.74955
C -3.31984 0.82332 -3.53474
C -4.01530 0.56313 -2.36350
C -5.36592 0.25654 -2.40576
C -6.02162 0.21710 -3.62760
S -3.14108 0.64770 -0.80642
O -4.02494 0.03467 0.16880
O -2.85938 2.06096 -0.60649
N -1.77238 -0.05234 -1.05461
C -1.71382 -1.37524 -1.38019
C -2.71004 -2.32198 -1.26935
C -2.49253 -3.66059 -1.65302
C -1.29410 -4.09015 -2.14863
C -0.23740 -3.15311 -2.28356
C 1.03590 -3.49501 -2.79880
C 2.00237 -2.54192 -2.92292
C 1.70323 -1.21841 -2.51932
N 0.54081 -0.87304 -2.03521
C -0.43581 -1.81004 -1.90810
H -5.41244 0.72989 -6.94960
H -6.94712 1.04289 -6.13839
H -6.38764 -0.61215 -6.35491
H -3.44007 0.97861 -5.66368
H -2.26322 1.04797 -3.48540
H -5.88157 0.04586 -1.48011
H -7.07949 -0.02402 -3.66164
H -3.66624 -2.05049 -0.83908
H -3.30961 -4.36394 -1.53308
H -1.13369 -5.12255 -2.43474
H 1.22307 -4.52350 -3.09252
H 2.98366 -2.77663 -3.31635
H 2.44761 -0.43070 -2.59253
C 5.81460 1.30433 3.32236
Si 4.77147 0.97187 1.78384
C 5.22047 2.20910 0.45996
C 5.21841 -0.75704 1.19462
C 2.97494 1.17290 2.21430
Te 1.66947 0.42784 0.69473
C 1.60128 -1.55610 1.52845
Si 0.41282 -1.75846 2.95462
C 0.20434 -3.60654 3.28284
C 1.13489 -0.97844 4.50073
C -1.25351 -1.00748 2.60502
H 6.87980 1.21579 3.09704
H 5.57644 0.59189 4.11377
H 5.63344 2.30584 3.71224
H 6.26129 2.09563 0.14946
H 5.07999 3.22797 0.82145
H 4.59419 2.09292 -0.42652
H 6.19224 -0.72911 0.70132
H 4.48763 -1.12603 0.47400
H 5.27846 -1.46745 2.02095
H 2.71786 2.23264 2.27580
H 2.67682 0.73295 3.16502
H 2.62299 -1.81187 1.81717
H 1.32606 -2.21641 0.70145
H 1.16021 -4.07691 3.52130
H -0.20916 -4.11186 2.40944
H -0.47537 -3.77589 4.12001
H 2.13622 -1.35580 4.71592
H 0.49726 -1.19649 5.36085
H 1.18653 0.10625 4.39511
H -1.58331 -1.20259 1.58653
H -1.21918 0.07741 2.72043
H -2.01321 -1.40369 3.28171
S 3.04124 2.72294 -3.23482
C 1.80152 2.76859 -2.12100
N 0.96029 2.78275 -1.31689
```


(3)
The ion C7H12N with charge +1 in a non-equilibrium geometry, computed with ωB97M-V with the def2-TZVPD basis set.

Properties
Spin multiplicity: 1
Net charge: +1
E_HOMO (alpha / beta): -11.6622 / -12.5848 eV
E_tot: -8932.4155 eV
Frontier orbital gap (alpha / beta): 6.51 / 9.00 eV

Geometry as XYZ:
```
20
C7H12N | OMol25 | ωB97M-V with the def2-TZVPD basis set
C 2.10712 1.89080 -0.04823
C 1.64561 0.72193 0.45056
C -1.94417 -0.10858 1.49077
C -2.36763 -0.48020 0.07692
C 0.23176 -1.45141 0.34254
C 1.05422 -0.31368 -0.28642
C -1.16440 -1.02945 0.68270
N 0.70778 -0.02412 -1.70723
H 2.66151 2.57261 0.56841
H 1.97818 2.19756 -1.07327
H 1.83161 0.49491 1.49062
H -1.56973 0.88527 1.70387
H -2.51991 -0.52265 2.31014
H -3.22248 -1.13462 -0.03835
H -2.31153 0.25508 -0.71730
H 0.20269 -2.30877 -0.33658
H 0.74634 -1.76804 1.24985
H 0.11449 0.81247 -1.82408
H 0.23382 -0.83759 -2.11703
H 1.58473 0.14848 -2.21790
```


(4)
A structure of composition C7H11NNiP in a non-equilibrium geometry, computed with ωB97M-V with the def2-TZVPD basis set.

Properties
Spin multiplicity: 3
Net charge: -1
E_HOMO (alpha / beta): 1.0385 / -2.0570 eV
E_tot: -59251.0687 eV
Frontier orbital gap (alpha / beta): 2.53 / 5.59 eV

Geometry as XYZ:
```
21
C7H11NNiP | OMol25 | ωB97M-V with the def2-TZVPD basis set
C 0.95045 0.13080 -1.19161
C 2.07534 -0.70613 -0.73225
C 2.69327 -0.07292 0.32324
C 2.02536 1.15153 0.58226
C 0.91853 1.23683 -0.29148
Ni 0.89412 -0.39023 0.83216
P -0.30619 -1.58244 -1.51852
H 0.81000 0.57351 -2.16574
H 2.42054 -1.64663 -1.16919
H 3.55850 -0.42970 0.86045
H 0.23760 2.07757 -0.44699
H 2.36105 1.90393 1.24821
H -0.55563 -2.71227 -0.62654
H 0.42035 -2.31080 -2.51364
H -1.31849 -1.12675 -2.43521
C -3.29285 0.85029 1.59923
C -1.97843 0.27996 1.41388
N -0.92937 -0.23269 1.24294
H -3.95192 0.13488 2.11424
H -3.76190 1.12621 0.64069
H -3.27032 1.74505 2.23390
```